The following is a DFT calculation (the ωB97M-V functional and the def2-TZVPD basis) of a structure of composition C37H100ClN9O12Ti2.

Each line ends with the Löwdin spin population.
Geometry (Å):
1 Ti 0.095 0.037 0.158  2.55
2 Ti 0.252 2.565 3.232  2.71
3 Cl -0.645 0.124 2.801  0.10
4 O 3.849 2.179 0.444  0.01
5 C 2.698 1.628 0.505  0.02
6 O 1.713 2.277 0.878  0.06
7 O 2.489 0.589 -0.068  0.04
8 H 4.308 1.533 -0.098  0.00
9 C -3.018 -2.551 3.483  0.00
10 C -4.245 -1.916 4.187  0.00
11 C -4.448 -2.648 5.522  0.00
12 O -5.499 -2.015 6.308  0.00
13 C -5.663 -2.383 7.686  0.00
14 N -3.822 -0.497 4.547  0.00
15 H -2.014 -2.491 3.904  0.00
16 H -2.965 -2.021 2.532  0.00
17 H -3.223 -3.605 3.297  0.00
18 H -5.123 -1.838 3.546  0.00
19 H -3.488 -2.644 6.037  0.00
20 H -4.784 -3.673 5.365  0.00
21 H -4.696 -2.263 8.175  0.00
22 H -5.892 -3.427 7.900  0.00
23 H -6.503 -1.810 8.079  0.00
24 H -4.547 -0.237 5.201  0.00
25 H -4.007 0.135 3.781  0.00
26 C -0.664 -2.343 -3.632  0.00
27 C -0.650 -1.954 -2.209  0.03
28 C 0.051 -2.936 -1.213  0.01
29 O 0.088 -2.483 0.132  0.06
30 C 0.496 -3.574 0.903  0.01
31 N -0.040 -0.701 -2.085  0.06
32 H -1.412 -3.105 -3.849  0.00
33 H 0.173 -2.917 -4.031  0.00
34 H -0.900 -1.551 -4.343  0.00
35 H -1.614 -1.932 -1.701  0.02
36 H 1.069 -2.844 -1.590  0.00
37 H -0.374 -3.919 -1.416  0.00
38 H 1.354 -4.084 0.465  0.00
39 H -0.261 -4.350 1.008  0.00
40 H 0.696 -3.283 1.935  0.00
41 H 0.926 -0.733 -2.379  0.00
42 H -0.390 -0.046 -2.770  0.01
43 C 3.591 -3.010 -0.794  0.00
44 C 5.057 -2.849 -0.329  0.00
45 C 6.095 -3.688 -1.111  0.00
46 O 5.827 -5.050 -0.905  0.00
47 C 6.650 -5.985 -1.639  0.00
48 N 5.382 -1.439 -0.269  0.00
49 H 2.886 -2.605 -0.068  0.00
50 H 3.411 -4.071 -0.971  0.00
51 H 3.374 -2.531 -1.748  0.00
52 H 5.189 -3.303 0.653  0.00
53 H 7.149 -3.493 -0.913  0.00
54 H 5.943 -3.341 -2.133  0.00
55 H 6.397 -7.045 -1.656  0.00
56 H 7.630 -6.074 -1.170  0.00
57 H 6.804 -5.623 -2.655  0.00
58 H 5.385 -0.957 -1.156  0.00
59 H 4.708 -0.875 0.228  0.00
60 C 4.027 1.132 -4.335  0.00
61 C 2.663 0.317 -4.420  0.00
62 C 2.488 -0.642 -5.666  0.00
63 O 3.639 -1.508 -5.734  0.00
64 C 3.376 -2.647 -6.609  0.00
65 N 2.530 -0.510 -3.235  0.00
66 H 4.843 0.687 -3.766  0.00
67 H 3.811 2.054 -3.794  0.00
68 H 4.236 1.270 -5.396  0.00
69 H 1.829 1.018 -4.379  0.00
70 H 2.379 -0.031 -6.563  0.00
71 H 1.558 -1.210 -5.699  0.00
72 H 3.453 -2.336 -7.651  0.00
73 H 2.400 -3.100 -6.440  0.00
74 H 4.293 -3.228 -6.509  0.00
75 H 2.725 0.046 -2.415  0.00
76 H 3.286 -1.179 -3.237  0.00
77 C 3.136 -2.485 3.792  0.00
78 C 3.487 -1.098 4.429  0.00
79 C 4.138 -0.110 3.486  0.00
80 O 4.284 1.187 4.101  0.00
81 C 4.346 2.362 3.317  0.01
82 N 2.301 -0.637 5.014  0.01
83 H 2.496 -2.359 2.919  0.00
84 H 2.563 -3.191 4.392  0.00
85 H 3.945 -3.074 3.359  0.00
86 H 4.162 -1.150 5.284  0.00
87 H 3.644 -0.096 2.515  0.00
88 H 5.102 -0.588 3.313  0.00
89 H 5.256 2.404 2.719  0.00
90 H 4.475 3.176 4.030  0.00
91 H 3.468 2.622 2.724  0.01
92 H 1.640 -0.483 4.266  0.00
93 H 2.481 0.346 5.160  0.01
94 C -1.001 4.556 -1.132  0.00
95 C -0.720 3.098 -1.461  0.01
96 C 0.622 2.854 -2.221  0.01
97 O 0.737 3.517 -3.446  0.00
98 C -0.116 2.866 -4.400  0.00
99 N -0.713 2.385 -0.281  0.06
100 H -0.382 5.047 -0.381  0.00
101 H -2.055 4.795 -0.996  0.00
102 H -0.666 5.113 -2.007  0.00
103 H -1.517 2.674 -2.073  0.00
104 H 0.752 1.776 -2.314  0.01
105 H 1.359 3.316 -1.564  0.00
106 H -1.093 3.338 -4.297  0.00
107 H -0.048 1.779 -4.354  0.00
108 H 0.379 3.087 -5.345  0.00
109 H 0.188 2.650 0.092  0.01
110 H -1.410 2.810 0.314  0.02
111 C -5.554 -4.437 -5.819  0.00
112 C -6.083 -3.454 -4.732  0.00
113 C -4.998 -2.485 -4.193  0.00
114 O -5.616 -1.737 -3.193  0.00
115 C -4.695 -1.079 -2.310  0.00
116 N -7.217 -2.750 -5.422  0.00
117 H -5.397 -4.006 -6.808  0.00
118 H -6.274 -5.256 -5.812  0.00
119 H -4.607 -4.770 -5.396  0.00
120 H -6.523 -4.064 -3.943  0.00
121 H -4.519 -1.900 -4.977  0.00
122 H -4.258 -3.159 -3.762  0.00
123 H -3.881 -1.738 -2.008  0.00
124 H -5.089 -0.753 -1.348  0.00
125 H -4.206 -0.259 -2.837  0.00
126 H -6.836 -2.284 -6.232  0.00
127 H -7.640 -2.156 -4.722  0.00
128 C 2.389 6.419 0.826  0.00
129 C 2.454 6.094 2.403  0.00
130 C 1.924 7.176 3.316  0.00
131 O 2.167 6.750 4.651  0.00
132 C 3.450 6.302 5.235  0.00
133 N 1.752 4.795 2.446  0.02
134 H 2.975 5.762 0.182  0.00
135 H 2.745 7.450 0.841  0.00
136 H 1.340 6.598 0.591  0.00
137 H 3.527 6.024 2.579  0.00
138 H 0.859 7.379 3.206  0.00
139 H 2.443 8.122 3.163  0.00
140 H 4.137 7.146 5.169  0.00
141 H 3.814 5.411 4.723  0.00
142 H 3.417 6.171 6.317  0.00
143 H 0.921 4.935 1.890  0.02
144 H 2.184 4.075 1.884  0.00
145 C -3.860 1.534 0.659  0.01
146 C -4.577 1.807 2.038  0.00
147 C -5.747 0.769 2.278  0.00
148 O -6.737 0.626 1.251  0.00
149 C -7.511 1.819 0.909  0.00
150 N -3.538 1.870 3.095  0.02
151 H -4.648 1.331 -0.065  0.00
152 H -3.144 0.715 0.595  0.02
153 H -3.265 2.366 0.283  0.00
154 H -4.994 2.814 2.036  0.00
155 H -6.211 1.033 3.229  0.00
156 H -5.379 -0.250 2.398  0.00
157 H -6.872 2.679 0.710  0.00
158 H -8.204 2.150 1.683  0.00
159 H -8.090 1.552 0.025  0.00
160 H -3.033 2.744 3.108  0.03
161 H -2.923 1.142 2.762  0.00

Its spin multiplicity is 7. Its HOMO-LUMO gap (alpha / beta) is 4.21 / 8.30 eV. The calculation puts the energy relative to the best compared isomer or geometry (same formula, charge and spin) at 66.5 kcal per mole. For the HOMO energy (alpha / beta), the calculation gives -3.9 / -8.6 eV. The charge is 0. The value obtained for the maximum force is 0.10201 hartree/bohr. Its lowest unoccupied orbital energy (alpha / beta) is 0.26 / -0.32 eV. As for the expectation value of S²: 12.00. Its total energy is -5024.11074 hartree.